2 unconnected molecules or ions with the total composition C4H11N2, computed with ωB97M-V/def2-TZVPD.

The geometry in XYZ format:
```
17
Properties=species:S:1:pos:R:3:forces:R:3
H -1.410 -0.605 2.497 -0.2 0.0 0.0
H -1.406 1.599 -1.091 0.5 0.5 0.8
H 1.631 1.773 -1.902 -0.1 -0.2 0.6
H 0.549 3.051 -2.046 -0.6 0.1 -0.2
C 0.314 -1.119 -0.719 2.2 -1.3 2.8
N -1.383 -1.266 3.261 0.8 0.3 -0.6
H -1.675 -0.783 4.096 -0.3 -0.3 0.1
H 1.425 -1.796 0.897 0.0 0.2 -0.1
N 1.126 -2.087 -0.031 -0.2 1.7 -0.8
H 1.947 -2.237 -0.617 0.0 -0.8 0.1
C 0.780 2.229 -1.379 0.5 1.1 -0.6
C -0.393 1.233 -1.278 0.8 0.5 0.9
H -0.198 -1.585 -1.559 -0.6 0.5 -0.2
H -0.479 0.798 -2.292 0.4 -0.5 0.4
H -1.932 -2.070 3.003 -0.3 0.1 0.4
H 1.076 2.746 -0.455 -0.1 -0.7 -0.1
C 0.028 0.119 -0.384 -2.8 -1.2 -3.7
```
Forces are in eV/Å.

The calculation puts the energy above the lowest of the compared OMol25 structures with the same formula, charge and spin at 5.938 eV. As for the HOMO-LUMO gap: 4.730 eV. The charge is +1. The HOMO energy comes out at -12.832 eV.

---

7 unconnected molecules or ions with the total composition C36H63Cl2N2O12S, computed with ωB97M-V/def2-TZVPD.

The geometry in XYZ format:
```
116
Properties=species:S:1:pos:R:3:forces:R:3
C 3.718 -5.459 -4.455 0.4 -0.2 0.6
C 2.998 -3.679 5.305 0.0 -1.1 0.1
H -2.602 3.693 -1.697 0.0 -0.1 0.0
C -3.895 -0.809 -2.386 -0.1 0.8 0.4
H 1.799 -1.418 4.821 0.0 0.0 0.2
C -4.580 1.390 -5.121 0.5 -0.2 -0.8
C -3.202 4.149 -0.912 0.1 0.0 0.0
H -4.923 -1.078 -6.505 0.0 0.0 0.0
H 0.143 -4.846 5.918 0.0 0.2 0.1
Cl -4.515 -0.908 0.184 0.4 0.2 0.2
H 1.433 -5.324 7.030 0.0 0.0 0.0
H 2.928 -0.071 2.693 0.2 0.3 0.0
C -3.222 -0.733 -1.047 -0.2 -2.3 0.4
H -0.161 -3.937 -4.281 -0.2 0.4 -0.7
H 6.230 4.573 0.972 0.0 0.0 0.0
H 5.751 3.862 -1.248 -0.2 -0.1 -0.1
C 2.313 0.709 -0.917 -0.2 0.3 -1.1
H -2.170 5.855 -0.027 0.2 0.1 0.2
H -6.396 -0.273 -7.069 -0.1 0.0 0.2
H 7.545 1.905 1.600 0.0 -0.1 0.1
C 2.183 0.233 3.416 -0.5 -0.7 0.1
H -1.904 5.437 5.019 0.0 0.0 0.0
C -3.950 5.984 5.546 0.0 0.2 0.2
H -4.028 6.595 4.654 0.1 0.0 -0.1
H 3.181 1.298 -1.065 0.9 0.6 0.0
H 2.481 -0.167 -2.866 0.8 -0.1 -0.7
C -4.575 0.871 -7.434 0.2 0.0 0.1
H -1.195 -1.543 -0.401 0.7 0.5 0.3
O -2.699 5.816 8.829 0.3 -0.1 1.5
O 4.848 1.040 1.766 -0.9 -0.7 0.1
H -0.202 -0.246 -1.557 -0.4 0.5 0.5
C 2.339 -4.838 -4.608 0.6 0.0 0.5
H -1.514 -1.808 -4.433 -0.5 -0.1 -0.9
C -2.096 -1.871 -0.851 -1.5 -0.1 -0.2
C -5.417 -0.111 -6.631 0.0 0.0 -0.2
H 3.963 -5.566 5.552 0.1 0.0 0.0
H -0.052 0.135 5.188 0.0 0.1 0.0
H 2.602 -0.131 -0.334 0.1 -0.8 0.7
O 1.807 -3.608 5.940 -0.4 -0.2 0.1
C -2.910 5.756 7.670 -0.2 0.4 -1.1
C 0.153 -4.471 -3.408 0.7 1.1 0.4
H 0.270 -0.286 -4.111 0.0 0.7 -0.7
H 2.647 0.801 4.222 0.1 0.0 -0.1
H 1.286 -1.717 3.167 0.0 0.0 0.0
H 4.390 -4.968 -5.115 0.6 0.4 -0.7
H 3.748 -6.499 -4.717 -0.4 -0.7 -0.4
H 3.739 -5.881 -2.517 -0.4 -0.5 0.9
C 0.015 -0.325 4.202 0.1 -0.1 0.0
N -1.286 -1.460 -3.528 1.2 -0.9 1.4
H 1.727 -5.442 -5.236 -0.6 -0.7 -0.4
O -2.460 4.747 6.891 -0.1 -0.1 -0.3
C -0.381 -3.814 -2.140 -0.6 -0.2 -0.5
H -3.449 2.526 -6.563 0.2 0.1 0.2
C 1.117 1.080 2.764 0.3 -0.4 0.8
H 1.346 -5.570 3.988 0.0 0.0 0.0
H -4.886 5.436 5.658 0.0 0.0 0.0
H 1.881 -6.803 5.125 0.0 0.0 0.1
O -3.218 5.273 2.412 -0.1 0.6 1.2
C 0.617 -0.686 -2.087 0.3 0.3 -0.9
C 6.206 3.111 -0.609 0.1 0.2 0.1
H -2.780 0.213 -0.891 0.6 1.0 0.2
H 6.548 2.938 2.661 0.0 -0.2 0.2
C -3.694 1.492 -6.348 -0.6 -0.2 -0.5
C -4.038 3.143 -0.128 0.0 0.1 -0.2
C 3.265 -5.102 4.855 -0.7 -0.2 -0.1
H 7.845 4.066 0.493 0.0 0.0 -0.1
H -3.003 7.624 6.640 0.0 0.0 0.1
H -0.822 -4.579 -1.549 -0.7 -0.5 0.7
C 6.692 2.583 1.647 -0.1 0.5 -0.4
C -2.783 5.011 5.506 0.0 0.0 -0.1
C -2.384 4.815 0.190 -0.6 -0.1 -0.5
H 1.982 -3.481 -3.060 0.4 0.8 0.5
H 5.182 -5.647 -3.086 1.2 -0.3 0.0
C 0.142 -1.119 -3.460 0.1 0.5 0.5
H 6.925 2.536 -1.196 0.0 0.0 0.1
O -4.257 3.758 1.154 -0.1 -0.2 -0.2
C -3.302 4.690 1.388 0.4 -0.4 -0.8
H -2.785 0.913 -6.177 0.1 0.1 0.1
C 6.824 3.722 0.643 0.1 -0.1 0.1
H 1.312 1.157 -2.744 0.1 0.9 -0.7
C 1.219 -4.923 6.038 0.0 -0.1 0.0
H -5.214 1.637 -7.870 0.0 0.0 0.0
O 5.183 2.211 -0.125 0.1 0.1 0.0
O -4.424 1.970 -4.099 -0.1 0.4 1.2
C 1.669 -4.468 -3.304 -0.8 -0.2 -0.9
Cl -2.621 -3.266 0.133 0.1 0.1 -0.3
O -5.569 0.500 -5.330 -0.1 -0.2 -0.1
C 5.460 1.848 1.156 1.0 0.5 -0.1
H 1.920 -5.096 -2.481 0.4 -0.6 0.6
H -3.518 2.193 0.030 0.0 0.0 0.1
H -0.801 -1.035 4.093 -0.2 0.2 -0.1
H 1.038 -1.496 -1.532 -0.1 -0.7 0.5
O 3.712 -2.748 5.174 0.6 1.2 -0.1
H -1.467 4.279 0.396 0.3 -0.1 0.2
O -0.111 0.709 3.202 -0.3 -0.2 0.0
C 1.372 -0.953 3.946 0.1 0.2 0.0
C -3.658 6.772 6.825 -0.3 -0.5 -0.5
H -4.778 -0.229 -2.311 -0.9 0.6 0.0
H -3.856 4.885 -1.377 -0.1 0.0 0.0
H 0.384 -3.392 -1.537 0.6 0.7 0.3
H -4.020 0.402 -8.242 0.0 -0.1 0.0
S -1.747 -2.672 -2.466 -0.5 -0.4 0.0
O 1.279 1.970 1.998 -0.2 0.9 -0.9
H 1.604 1.330 -0.427 -0.6 0.3 0.9
H -4.207 -1.788 -2.665 -0.1 -0.9 -0.2
H -4.994 2.943 -0.603 -0.1 0.0 0.2
N 4.263 -5.286 -3.111 -0.7 0.9 -0.3
H -4.564 7.094 7.324 0.1 0.2 0.2
C 1.874 -5.734 4.929 0.2 0.0 0.0
H -3.040 4.080 5.012 0.1 -0.1 0.1
H 2.488 -3.926 -5.137 -0.1 0.9 -0.6
H 3.671 -5.119 3.850 0.3 0.1 0.0
H -3.292 -0.319 -3.108 0.4 0.1 -0.8
H -0.193 -5.467 -3.495 -0.6 -1.0 -0.1
H 0.801 -1.881 -3.822 0.2 -0.8 -0.4
C 1.749 0.315 -2.259 -0.7 -0.7 1.1
```
Forces are in eV/Å.

As for the HOMO-LUMO gap: 7.903 eV. The charge is +1. The HOMO energy comes out at -10.685 eV.

---

A molecular structure, C23H18N5O2Ru, computed with ωB97M-V/def2-TZVPD.

The geometry in XYZ format:
```
49
Properties=species:S:1:pos:R:3:forces:R:3
H -2.262 0.808 -3.970 0.0 0.0 0.0
H 2.350 2.249 -2.094 0.0 0.0 0.0
N 1.769 2.020 -0.139 0.0 0.0 0.0
H -0.723 -0.267 -4.927 0.0 0.0 0.0
O -0.944 -1.298 4.658 -0.2 -0.4 0.0
H 1.002 2.059 3.177 0.0 0.0 0.0
H -3.995 2.009 -2.678 0.0 0.0 0.0
H -2.147 -5.628 2.152 0.0 0.0 0.0
C 1.708 2.570 1.107 0.0 0.0 -0.1
C 2.257 -1.532 -3.985 0.0 0.0 0.0
C -1.225 -2.369 3.994 0.1 0.3 0.1
H -3.616 2.409 -0.235 0.0 0.0 0.0
Ru 0.918 0.106 -0.165 0.2 0.2 0.0
H -1.514 1.590 0.788 0.0 0.0 0.0
H 2.147 4.235 2.370 0.0 0.0 0.0
C 0.114 -0.521 -4.295 0.0 0.0 0.0
H -2.640 -5.407 4.570 0.0 0.0 0.0
C -0.929 -2.502 2.588 -0.1 -0.3 -0.1
H 3.118 -2.072 -4.351 0.0 0.0 0.0
H -1.050 -3.784 0.907 0.0 0.0 0.0
N 1.158 -0.478 -2.153 0.0 0.0 0.0
H 1.208 -1.499 -5.860 0.0 0.0 0.0
C 1.196 -1.212 -4.817 0.0 0.0 0.0
C -2.886 1.891 -0.841 0.0 0.0 0.0
C 2.783 4.558 0.333 0.0 0.0 0.0
C 2.198 -1.147 -2.659 0.0 0.0 0.0
C -1.847 -3.441 4.703 -0.1 -0.2 0.1
C -0.274 -1.412 1.832 0.3 0.3 -0.5
N -0.778 0.792 -0.962 0.0 0.0 0.0
C -2.168 -4.589 4.043 0.0 0.0 0.1
C 0.123 -0.167 -2.956 0.0 0.0 0.0
H -2.042 -3.297 5.757 0.0 0.0 0.0
C -1.886 -4.715 2.669 -0.1 -0.1 0.2
C -3.091 1.667 -2.192 0.0 0.0 0.0
N 0.011 -0.314 2.531 -0.2 -0.2 0.2
C -1.718 1.439 -0.262 0.0 0.0 -0.1
H 3.279 4.529 -1.761 0.0 0.0 0.0
C -0.968 0.562 -2.282 0.0 0.0 0.0
C 2.321 2.726 -1.123 0.0 0.0 0.1
C 2.207 3.830 1.369 0.0 0.0 0.0
H -0.503 -0.633 4.021 0.1 0.1 -0.2
C -2.122 0.995 -2.916 0.0 0.0 0.0
H 3.181 5.547 0.518 0.0 0.0 0.0
C -1.269 -3.674 1.960 0.2 0.5 0.0
C 1.082 1.737 2.145 0.0 -0.1 0.0
C 2.839 3.999 -0.929 0.0 0.0 0.0
N 0.635 0.608 1.733 0.0 0.1 -0.1
O -0.012 -1.599 0.598 -0.2 -0.3 0.5
H 3.002 -1.377 -1.971 0.0 0.0 0.0
```
Forces are in eV/Å.

The calculation puts the energy above the lowest of the compared OMol25 structures with the same formula, charge and spin at 0.000 eV. As for the HOMO-LUMO gap (spin up / spin down): 7.353 / 4.890 eV. The charge is +2. The multiplicity is 2. The HOMO energy (spin up / spin down) comes out at -13.871 / -13.846 eV. As for the expectation value of S²: 0.78.

---

A molecular structure, C18H24BeCl4FMg2N3NaO9PS, computed with ωB97M-V/def2-TZVPD.

The geometry in XYZ format:
```
65
Properties=species:S:1:pos:R:3:forces:R:3
H -5.331 -2.232 -6.550 0.2 -0.3 0.8
C -0.306 3.206 -1.131 1.9 2.1 0.3
C -2.263 1.042 0.657 -0.1 1.4 -0.7
O 2.561 5.018 1.523 1.6 -0.2 1.2
O -1.185 -0.970 -5.206 0.4 1.3 0.3
C 2.125 5.047 2.728 -2.8 -0.5 -3.7
C -3.328 -0.980 1.277 -0.5 -0.4 -0.1
C 0.812 2.124 -1.396 -1.1 0.0 -1.0
C 2.315 -2.940 3.899 0.0 -0.2 0.2
O -1.013 2.995 0.042 -0.6 -0.1 -0.7
H -0.292 1.342 1.498 -0.1 0.4 -0.1
C -2.268 2.345 -0.141 0.1 -1.3 0.6
C 5.356 -6.193 7.874 -0.2 0.0 0.1
H -0.956 3.356 -1.995 -0.1 -0.5 -0.2
O 4.181 -5.881 5.899 0.0 -0.1 0.0
Na 2.301 3.129 -0.080 2.9 3.2 1.8
H -1.107 1.598 -3.189 -0.3 -0.1 0.1
N 5.278 -5.884 6.420 0.0 -0.1 0.1
C 0.510 1.079 -4.301 -0.2 -0.1 0.4
C -4.762 -1.381 -6.152 0.0 0.1 -1.6
H 1.417 1.949 -0.474 -2.4 -2.0 -1.7
N 2.369 -0.808 -2.019 0.6 -0.2 0.2
C -2.217 -1.333 2.014 0.2 -0.6 0.4
C -1.139 -0.487 2.099 0.3 0.2 -0.1
O 1.051 4.368 2.935 0.6 0.5 1.9
C 1.458 -0.143 -1.829 -0.6 0.0 -0.7
Mg 3.282 3.142 3.099 0.0 -0.2 0.4
Cl -0.270 -3.397 -4.587 0.8 -0.6 1.3
P -1.368 -0.738 -3.629 -2.7 -0.9 -0.6
H 2.838 -3.444 3.098 0.0 0.1 -0.1
H -3.940 -1.239 -6.948 0.3 0.4 0.3
H 4.353 -6.376 8.242 0.0 0.0 -0.1
H -2.425 2.052 -1.184 0.0 0.3 -0.2
N 1.117 1.372 -5.225 0.3 0.2 -0.7
C -3.365 0.212 0.591 0.1 -0.2 0.1
H -0.371 0.359 -1.034 -0.4 0.1 -0.2
C -1.163 0.713 1.411 0.4 -0.5 0.3
Cl 3.325 -2.981 5.329 0.0 0.2 -0.1
H 1.466 2.496 -2.243 -0.4 -0.3 1.0
C 0.282 0.736 -1.828 0.9 0.0 1.0
H 5.979 -7.075 7.987 0.1 0.1 0.0
S -0.749 -2.453 -2.775 1.2 -1.3 -0.1
H -2.180 -2.280 2.529 -0.1 -0.1 0.1
Cl 0.791 -3.774 4.177 0.0 0.0 -0.1
H -0.788 -1.960 -5.254 -0.5 0.4 -0.7
Mg -1.902 0.762 -6.364 -0.2 -1.1 -0.1
Be 1.414 6.324 4.590 2.1 -2.1 -1.9
H -3.099 2.975 0.163 0.1 0.3 0.1
O 2.735 5.659 3.712 -1.2 1.8 2.0
H 5.802 -5.335 8.367 0.1 0.0 0.0
H -4.230 0.486 0.007 -0.1 0.1 -0.1
C -0.394 0.769 -3.205 -0.3 0.1 0.3
O -4.312 -1.447 -4.899 -0.4 0.0 0.2
O 6.322 -5.654 5.851 0.0 0.1 -0.1
H -0.257 -0.724 2.673 -0.2 -0.2 0.1
H 1.173 4.754 -1.710 -0.1 0.4 -0.2
O -2.860 -0.519 -3.338 2.7 1.9 1.0
Cl 2.012 -1.260 3.389 0.3 0.1 0.0
H -4.168 -1.655 1.238 -0.1 -0.1 0.0
H 0.926 4.571 0.056 -0.8 0.7 -0.6
F -2.770 -3.096 -4.292 -0.3 0.9 -0.4
H -3.465 -0.868 -4.165 -1.5 -1.0 -0.9
C 0.415 4.621 -0.938 0.3 -2.1 0.8
H -0.297 5.431 -0.891 -0.1 0.1 -0.2
H -5.423 -0.525 -6.397 0.3 0.2 0.4
```
Forces are in eV/Å.

As for the HOMO-LUMO gap: 2.350 eV. The charge is +2. The HOMO energy comes out at -11.442 eV.

---

Number 1: E -7295.00991 eV. Number 2: E -101777.74873 eV. Number 3: E -38256.96544 eV. Number 4: E -130564.02310 eV.